1.
A cluster of 2 separate species, C8H7N in total, computed with ωB97M-V/def2-TZVPD.

Calculated values
energy relative to the best compared isomer or geometry (same formula, charge and spin): 102.0 kcal per mole
E_tot: -9894.3825 eV
charge: 0
HOMO-LUMO gap: 0.2370 Ha

Element x y z (Å)
C: 0.33 -1.48 -2.85
N: -0.36 -1.62 -3.80
C: 0.65 -0.63 -0.72
C: 0.01 -1.36 0.27
C: -0.75 -0.88 1.34
C: -1.01 0.44 1.71
C: -0.47 1.60 1.17
C: 0.44 1.71 0.13
C: 0.96 0.71 -0.70
H: 1.20 -1.25 -1.48
H: 0.10 -2.45 0.21
H: -1.16 -1.65 2.02
H: -1.71 0.57 2.56
H: -0.80 2.54 1.63
H: 0.85 2.72 -0.04
H: 1.70 1.04 -1.43

Results of the natural (NBO) charge analysis, in e, for atoms 1 through 5: C -0.179; N -0.507; C -0.151; C -0.127; C -0.143


2.
A cluster of 2 separate species, C8H7N2O2S in total, computed with ωB97M-V/def2-TZVPD.

Calculated values
energy relative to the best compared isomer or geometry (same formula, charge and spin): 0.0 kcal per mole
E_tot: -26321.7567 eV
charge: -1
HOMO-LUMO gap: 0.2990 Ha

Element x y z (Å)
C: -1.89 0.21 1.43
C: -2.71 -0.21 0.38
C: -0.52 0.11 1.36
C: -2.19 -0.73 -0.78
C: 0.04 -0.43 0.20
C: -0.80 -0.84 -0.86
C: 2.63 -0.46 0.57
C: 1.37 -0.69 -0.27
N: 0.03 -1.31 -1.83
N: 1.33 -1.21 -1.46
O: 3.04 -1.40 1.23
O: 3.10 0.71 0.53
S: 1.37 2.64 -0.75
H: -2.35 0.63 2.32
H: -3.78 -0.10 0.47
H: 0.11 0.44 2.17
H: -2.82 -1.05 -1.60
H: -0.20 -1.65 -2.75
H: 2.03 3.64 -0.17
H: 2.23 1.69 -0.16

Results of the natural (NBO) charge analysis, in e, for atoms 1 through 5: C -0.265; C -0.207; C -0.135; C -0.281; C -0.153


3.
The molecule C8H7N3, computed with ωB97M-V/def2-TZVPD.

Calculated values
SMILES string: c1ccc(-c2cnn[nH]2)cc1
energy relative to the best compared isomer or geometry (same formula, charge and spin): 93.0 kcal per mole
E_tot: -12875.9090 eV
charge: 0
HOMO-LUMO gap: 0.3590 Ha

Element x y z (Å)
C: -1.64 -1.06 1.90
C: -0.80 -0.09 1.33
C: -0.03 0.01 0.05
C: -0.61 -0.25 -1.15
C: 0.10 -0.19 -2.35
C: 1.40 0.11 -2.30
C: 2.17 0.28 -1.06
C: 1.38 0.29 0.15
H: -1.71 -2.26 1.33
H: -0.40 1.72 1.95
H: -1.71 -0.51 -1.41
H: -0.57 -0.34 -3.50
H: 2.01 0.38 -3.29
H: 3.15 0.65 -1.20
H: 1.87 0.46 0.99
N: -2.14 -0.59 3.00
N: -1.68 0.54 3.27
N: -0.79 0.85 2.29

Results of the natural (NBO) charge analysis, in e, for atoms 1 through 5: C -0.087; C 0.092; C -0.103; C -0.192; C -0.200


4.
The molecule C8H7N3O, computed with ωB97M-V/def2-TZVPD.

Calculated values
SMILES string: O=c1[nH]ncn1-c1ccccc1
energy relative to the best compared isomer or geometry (same formula, charge and spin): 73.5 kcal per mole
E_tot: -14924.9214 eV
charge: 0
HOMO-LUMO gap: 0.3473 Ha

Element x y z (Å)
C: 1.28 1.84 -0.30
C: -0.93 2.19 -0.55
C: 0.00 -0.23 -0.02
C: 1.09 -1.08 0.05
C: 0.91 -2.38 0.32
C: -0.44 -2.80 0.50
C: -1.48 -2.06 0.35
C: -1.28 -0.63 0.28
H: 1.57 3.91 -0.69
H: -1.92 1.82 -0.59
H: 2.01 -0.54 0.13
H: 1.67 -2.98 0.65
H: -0.48 -3.85 0.76
H: -2.51 -2.46 0.47
H: -2.39 -0.15 0.18
N: 0.80 3.21 -0.57
N: -0.46 3.39 -0.66
N: 0.10 1.28 -0.05
O: 2.45 1.53 -0.25

Results of the natural (NBO) charge analysis, in e, for atoms 1 through 5: C 0.732; C 0.116; C 0.128; C -0.232; C -0.178